No. 1
Entry from OMol25: a structure of composition C4H4LiO at a distorted geometry (wB97M-V/def2-TZVPD).

Properties
2S+1 ... 2
DFT total energy ... -6458.725 eV
Orbital gap (alpha / beta) ... 8.14 / 7.79 eV
Expectation value of S² ... 0.75
Net charge ... 0

CARTESIAN COORDINATES (ANGSTROEM)
O (-1.25, 1.37, 0.02)
C (-1.07, 0.44, 0.98)
C (-0.87, -0.87, 0.79)
H (-1.85, 2.06, 0.31)
H (-1.55, -1.54, 1.32)
H (-0.21, -1.61, 0.33)
C (2.21, -0.29, -0.86)
C (1.23, -0.65, -1.52)
H (3.06, -0.05, -0.23)
Li (0.31, 1.14, -1.14)

=====

No. 2
Entry from OMol25: a structure of composition C4H4LiO5Tl at a distorted geometry (wB97M-V/def2-TZVPD).

Properties
DFT total energy ... -19344.992 eV
Orbital gap (alpha / beta) ... 3.72 / 3.54 eV
Net charge ... 0

CARTESIAN COORDINATES (ANGSTROEM)
O (-1.35, 0.04, -0.17)
C (-0.44, -0.93, -0.40)
C (-1.15, 1.12, -1.04)
O (-0.68, -2.13, -0.15)
O (0.33, -0.57, -1.45)
C (-0.21, 0.56, -2.09)
H (-0.70, 1.96, -0.50)
H (-2.09, 1.43, -1.49)
H (0.58, 1.28, -2.31)
H (-0.73, 0.29, -3.00)
Tl (-1.40, -2.67, 2.15)
O (1.25, -1.00, 2.73)
C (1.73, -0.33, 1.94)
O (2.56, 0.62, 1.59)
Li (2.30, 0.31, 4.19)

=====

No. 3
Entry from OMol25: a structure of composition C4H4LiO5Yb at a distorted geometry (wB97M-V/def2-TZVPD).

Properties
2S+1 ... 2
DFT total energy ... -46180.005 eV
Orbital gap (alpha / beta) ... 2.72 / 3.24 eV
Expectation value of S² ... 0.79
Net charge ... 0

CARTESIAN COORDINATES (ANGSTROEM)
O (0.59, -1.02, 0.52)
C (1.81, -0.88, 0.03)
C (-0.40, -1.28, -0.46)
O (2.78, -0.57, 0.70)
O (1.74, -0.91, -1.30)
C (0.41, -1.06, -1.74)
H (-1.37, -0.90, -0.15)
H (-0.78, -2.29, -0.62)
H (0.05, -0.18, -2.28)
H (0.34, -1.93, -2.39)
O (-2.78, 1.92, 0.68)
C (-1.81, 1.70, 1.24)
O (-0.96, 2.00, 2.19)
Li (2.31, 0.97, 1.81)
Yb (-1.91, 4.43, 1.77)

=====

No. 4
Entry from OMol25: a structure of composition C4H4MnO5 at a distorted geometry (wB97M-V/def2-TZVPD).

Properties
2S+1 ... 6
DFT total energy ... -45769.099 eV
Orbital gap (alpha / beta) ... 7.09 / 7.00 eV
Expectation value of S² ... 8.77
Net charge ... 0

CARTESIAN COORDINATES (ANGSTROEM)
O (2.44, 1.52, 2.04)
C (1.62, 1.39, 1.12)
O (1.41, 2.22, 0.17)
O (1.06, 0.16, 0.97)
C (0.91, -0.47, -0.34)
H (1.91, -0.88, -0.60)
C (-0.03, -1.65, -0.15)
H (0.11, -2.14, 0.82)
H (-1.09, -1.35, -0.23)
H (0.15, -2.40, -0.94)
C (-2.95, 0.80, -0.47)
O (-2.43, 1.02, -1.48)
O (-3.48, 0.61, 0.55)
Mn (0.38, 1.16, -1.46)